Record 1
The following is a quantum chemistry calculation of a structure of composition C33H62BrF6N3O4SSi2 at a distorted geometry, from the Open Molecules 2025 dataset.

Values from the calculation:
- Energy: -5910.2650 Ha
- Charge: 0
- Multiplicity: 1

Geometry as XYZ:
```
112
Properties=species:S:1:pos:R:3:mulliken_charge:R:1
C 6.33508 -4.39902 1.73170 -0.904
C 5.75328 -4.13457 3.21278 -0.208
O 6.66912 -3.38229 4.03493 -0.425
C 6.14337 -2.09803 4.40652 -0.715
C 6.35550 -1.08756 3.17481 0.278
O 5.73664 0.19201 3.46744 -0.452
Si 5.33866 1.00734 1.98184 0.292
F 5.43668 2.66692 2.32691 -0.371
C 3.61617 0.39150 1.47380 -0.039
C 2.39299 1.13191 2.18355 -0.735
C 1.02953 0.47046 1.60644 -0.616
C -0.08426 1.61739 1.61218 -0.372
C -1.38350 1.20757 0.74819 -0.298
C -2.68273 1.71119 1.52277 0.027
C -4.03166 1.22765 0.77397 -0.900
C -3.76029 0.45409 -0.59315 0.451
C -5.14476 -0.02716 -1.29087 -0.510
C -4.98335 -1.49484 -1.90519 -0.552
C -5.60325 -2.64919 -1.00210 -0.696
O -5.07660 -3.92364 -1.48173 -0.389
C -4.12255 -4.46528 -0.54129 -0.703
O 6.47200 0.44087 0.81036 0.069
Si 6.90830 1.61517 -0.36551 0.125
S 8.46139 2.82554 0.57595 -0.379
C 5.50458 2.76660 -0.94185 -1.019
C 4.33984 2.04296 -1.79676 0.065
C 4.37519 2.50020 -3.35185 -1.051
Br 2.61060 2.80883 -1.08422 -0.148
C 7.72213 0.83750 -1.92796 0.744
F 9.05761 0.41992 -1.72887 -0.310
F 7.79695 1.84491 -2.93921 -0.269
C 6.93801 -0.39234 -2.58207 0.524
F 6.03551 -1.02119 -1.73512 -0.170
F 7.89202 -1.37326 -2.92401 -0.279
F 6.26624 -0.09887 -3.75821 -0.237
H 6.48239 -5.51448 1.59714 0.306
H 5.56110 -4.05505 0.97812 0.232
H 7.29030 -3.80426 1.55842 0.264
H 4.78429 -3.53750 3.07282 0.182
H 5.53260 -5.11672 3.74597 0.365
H 5.04765 -2.16439 4.69190 0.326
H 6.68894 -1.70795 5.32954 0.270
H 7.46064 -0.90173 2.96817 0.162
H 5.81752 -1.56900 2.28980 0.007
H 3.56100 -0.70700 1.80366 0.338
H 3.50568 0.36698 0.34148 0.089
H 2.38612 2.25075 2.02298 0.354
H 2.40408 0.84049 3.28935 0.309
H 0.66768 -0.38069 2.28433 0.264
H 1.16688 0.01589 0.57721 0.332
H 0.37846 2.54459 1.15238 0.284
H -0.35313 1.79892 2.70888 0.115
H -1.33142 0.07493 0.62472 0.139
H -1.27262 1.71996 -0.26693 0.016
H -2.68167 2.85024 1.55487 0.320
H -2.68302 1.26239 2.57226 -0.113
H -4.62988 0.51792 1.43793 0.300
H -4.70965 2.11592 0.52682 0.189
H -3.20872 1.15278 -1.31122 -0.138
H -3.17556 -0.51411 -0.41607 -0.009
H -5.92820 0.02334 -0.46105 0.438
H -5.38940 0.72015 -2.11251 0.189
H -5.52859 -1.50565 -2.90478 0.325
H -3.88223 -1.74299 -2.04730 0.270
H -5.38899 -2.49392 0.10645 0.371
H -6.74349 -2.70101 -1.10040 0.266
H -4.65787 -5.22771 0.11020 0.258
H -3.29867 -5.04176 -1.08628 0.209
H -3.59958 -3.66918 0.07519 0.334
H 8.72370 3.86196 -0.30005 0.149
H 5.98609 3.51817 -1.66328 0.468
H 5.02650 3.38656 -0.12656 0.552
H 4.33017 0.91482 -1.67943 0.378
H 3.52859 3.23917 -3.54742 0.397
H 5.33257 3.03678 -3.62677 0.265
H 4.30448 1.57448 -3.99560 0.216
C -4.72982 3.42500 -3.96000 -1.062
C -3.65487 4.50580 -4.00927 -0.558
C -2.75361 4.50525 -2.77235 -0.192
C -3.57159 4.75766 -1.54396 0.259
N -4.21110 4.95439 -0.58667 -0.527
H -5.41310 3.57471 -3.12042 0.345
H -5.32894 3.44349 -4.87296 0.385
H -4.28230 2.43089 -3.86691 0.218
H -4.13737 5.48202 -4.11528 0.309
H -3.03799 4.35393 -4.89930 0.334
H -1.99362 5.28502 -2.85944 0.347
H -2.24286 3.54419 -2.66990 0.174
C -4.98555 -7.40973 -5.64116 -1.226
C -4.80034 -6.85198 -4.23361 -0.500
C -5.38967 -5.44905 -4.06421 0.385
C -4.71697 -4.49644 -5.00240 0.253
N -4.19103 -3.75385 -5.73560 -0.513
H -4.46727 -6.80171 -6.38636 0.342
H -4.57674 -8.42079 -5.70637 0.357
H -6.04522 -7.45350 -5.90898 0.296
H -3.73208 -6.83540 -3.99654 0.296
H -5.27815 -7.52711 -3.51794 0.370
H -5.24360 -5.09883 -3.03754 -0.244
H -6.46322 -5.45657 -4.27058 0.332
C -2.84611 4.57386 6.44944 -1.134
C -4.02632 3.81278 5.85494 -0.391
C -3.92456 2.29955 6.06205 -0.455
C -2.68855 1.77547 5.39995 0.300
N -1.72322 1.36983 4.88281 -0.476
H -1.90430 4.29300 5.97215 0.334
H -2.97549 5.64846 6.30394 0.330
H -2.75796 4.38417 7.52316 0.298
H -4.09065 4.03641 4.78587 0.273
H -4.95050 4.17346 6.31488 0.321
H -4.79646 1.80138 5.63196 0.276
H -3.88805 2.05889 7.12745 0.325
```

---

Record 2
The following is a quantum chemistry calculation of a cluster of 3 separate species, C33H62F2N4O5PS in total at a distorted geometry, from the Open Molecules 2025 dataset.

Values from the calculation:
- Energy: -2828.8193 Ha
- Charge: +1
- Multiplicity: 1

Geometry as XYZ:
```
108
Properties=species:S:1:pos:R:3:mulliken_charge:R:1
C 2.33741 2.04118 4.39223 -1.130
C 3.70069 1.42073 4.10237 -0.843
C 3.52830 0.07518 3.37950 -0.136
C 3.15762 0.32271 1.91012 -0.844
N 3.79669 -0.62030 0.92485 1.341
C 4.33242 0.16478 -0.23617 0.514
C 5.49654 -0.46972 -0.98830 -1.392
C 6.72316 -0.76692 -0.11924 -0.232
C 7.20109 0.41844 0.72423 -1.355
C 3.19229 0.66567 -1.13108 -1.767
C 1.94148 -0.23374 -1.14865 -0.803
O 1.00966 0.25144 -0.19833 0.051
C -0.13775 0.90800 -0.74339 -0.483
C -1.04050 1.30230 0.42596 -0.501
C -1.90607 0.15759 0.92448 -0.995
C 2.37453 -1.65829 -0.86922 -1.364
N 1.41086 -2.74293 -1.20818 0.941
C 0.08776 -2.31179 -1.52955 0.277
O -0.78231 -2.26503 -0.76001 -0.330
F -0.10981 -1.97531 -2.79328 -0.292
C 1.94107 -3.53333 -2.28223 0.543
O 2.16999 -4.67454 -2.22385 -0.417
F 2.22600 -2.83183 -3.37095 -0.225
C 2.99188 -1.85746 0.54786 1.778
C 3.93581 -3.08541 0.43495 -1.301
C 4.47244 -3.67609 1.72172 0.415
C 5.36167 -3.01507 2.57756 0.183
C 5.84139 -3.61549 3.73278 -1.609
C 5.46062 -4.91641 4.06298 -0.724
C 4.60265 -5.61504 3.21482 0.534
C 4.17754 -7.02957 3.48738 -1.445
C 4.12136 -4.98420 2.06206 -0.338
P 1.70392 -2.37659 1.85808 0.174
S 0.78874 -4.05772 1.62548 -0.323
H 1.80334 1.44081 5.12459 0.325
H 2.42006 3.04237 4.80446 0.426
H 1.71608 2.10271 3.49933 0.195
H 4.28410 2.11242 3.49602 0.395
H 4.21846 1.27814 5.04596 0.447
H 4.47100 -0.46083 3.46572 -0.139
H 2.72836 -0.43490 3.90240 0.538
H 2.08915 0.37973 1.76019 0.007
H 3.49522 1.33393 1.71115 0.882
H 4.61663 -0.99591 1.40701 -1.247
H 4.77072 1.06862 0.16965 0.903
H 5.23855 -1.35746 -1.56232 0.186
H 5.79082 0.27884 -1.72123 0.616
H 6.51004 -1.63410 0.50572 0.074
H 7.50907 -1.10210 -0.78944 0.661
H 8.27633 0.38591 0.84693 0.415
H 6.91465 1.36864 0.28462 0.320
H 6.80104 0.33448 1.73470 0.274
H 2.92335 1.67018 -0.82430 0.330
H 3.57722 0.74806 -2.14330 0.467
H 1.53630 -0.14603 -2.15418 0.809
H 0.15989 1.82854 -1.24740 0.236
H -0.70204 0.24770 -1.39797 0.312
H -0.35829 1.54910 1.24021 0.144
H -1.65012 2.16117 0.17341 0.567
H -2.56638 -0.22535 0.15403 0.115
H -1.30357 -0.65826 1.31377 0.132
H -2.52975 0.49308 1.74997 0.469
H 3.20858 -1.81309 -1.55065 0.728
H 3.35883 -3.86244 -0.05549 0.529
H 4.77906 -2.86858 -0.22072 0.194
H 5.72871 -2.01787 2.35226 0.348
H 6.52495 -3.09108 4.38302 0.443
H 5.82918 -5.42583 4.94009 0.410
H 3.12180 -7.02797 3.75311 0.299
H 4.28396 -7.61900 2.58349 0.369
H 4.75373 -7.47675 4.28822 0.392
H 3.44798 -5.52395 1.41364 0.461
H 2.45765 -2.39330 3.03775 0.100
H 0.80698 -1.29856 1.91863 -0.054
C -4.63220 2.47442 -4.54178 -1.565
C -4.04835 2.93130 -3.20885 0.016
C -2.87082 2.07600 -2.72227 -0.583
O -3.22015 0.81834 -2.17753 -0.014
C -3.45901 -0.21395 -3.12130 -0.923
N -5.12707 2.99779 -2.21898 -0.412
H -5.26175 1.59166 -4.43156 0.283
H -5.25620 3.26088 -4.96424 0.392
H -3.84462 2.24633 -5.26280 0.358
H -3.66338 3.94506 -3.35216 0.419
H -2.38179 2.61559 -1.90627 0.208
H -2.12076 1.95162 -3.51622 0.438
H -2.80693 -0.11804 -3.99418 0.383
H -4.50225 -0.22623 -3.44090 0.264
H -3.24760 -1.16341 -2.62863 0.252
H -4.76807 3.40771 -1.35987 0.269
H -5.36467 2.04439 -1.95496 0.204
C -10.18391 3.78204 -2.94207 -1.554
C -8.80837 3.45105 -2.36965 0.547
C -8.85595 2.84138 -0.96045 -0.560
O -9.10816 3.76206 0.08231 -0.411
C -10.46952 4.09648 0.27939 -0.639
N -7.96643 4.64611 -2.42647 -0.699
H -10.59481 4.69611 -2.51484 0.287
H -10.11338 3.93624 -4.01850 0.376
H -10.89425 2.97134 -2.76516 0.350
H -8.35677 2.69610 -3.02134 0.334
H -7.86809 2.42494 -0.74326 0.153
H -9.57141 2.00865 -0.91360 0.433
H -11.12561 3.24447 0.08000 0.301
H -10.76639 4.94289 -0.34399 0.228
H -10.58808 4.39088 1.32187 0.263
H -7.02182 4.38761 -2.14874 0.282
H -8.28230 5.27592 -1.69307 0.340
```

---

> Number 1 is which compound?

C33H62BrF6N3O4SSi2